This record from OMol25 describes a cluster of 2 separate species, C7H16N2O2 in total. The level of theory is ωB97M-V/def2-TZVPD.

ORCA input file:
```
! RIJCOSX wB97M-V def2-TZVPD def2/J DEFGRID3
* xyz 0 1
C -2.201 -2.023 0.516
C -1.112 -0.970 -1.538
C 1.801 -0.910 0.581
C 0.796 0.547 2.394
C -0.003 2.692 -0.735
C -0.959 -1.420 -0.092
C 0.856 -0.179 1.175
N 1.496 1.323 -1.471
N 1.107 1.721 -0.388
O 1.088 1.427 -2.646
O -0.475 -0.408 0.696
H -3.066 -1.251 0.531
H -2.574 -2.992 0.118
H -1.918 -2.036 1.606
H -1.679 0.041 -1.522
H -1.354 -1.834 -2.215
H 0.024 -0.654 -1.778
H 2.374 0.802 -1.486
H 1.513 -1.510 -0.280
H 2.804 -0.805 0.925
H 1.796 0.537 2.878
H 0.575 1.612 2.107
H 0.247 -0.076 3.113
H -0.280 2.474 -1.726
H -0.825 2.476 0.006
H 0.220 3.744 -0.657
H -0.250 -2.329 -0.113
*
```

frontier orbital gap: 9.556 eV
energy relative to the best compared isomer or geometry (same formula, charge and spin): 136.6 kcal per mole
E: -536.10241 Ha

These are the Löwdin partial charges, in e, on atoms 1 to 4: C -0.0608; C -0.0412; C 0.0332; C -0.0361

=====

This record from OMol25 describes a structure of composition C25H18IN13STi. The level of theory is ωB97M-V/def2-TZVPD.

ORCA input file:
```
! RIJCOSX wB97M-V def2-TZVPD def2/J DEFGRID3
* xyz -1 2
Ti 0.091 -0.939 0.363
N 2.907 1.685 2.440
C 2.401 0.900 1.460
S 2.367 -0.818 1.714
N 1.982 1.504 0.374
N 1.449 0.577 -0.477
C 1.605 0.707 -1.736
C 2.235 1.892 -2.370
C 3.378 1.759 -3.152
C 3.952 2.875 -3.744
C 3.375 4.125 -3.566
C 2.229 4.256 -2.792
C 1.659 3.145 -2.189
C 1.126 -0.438 -2.543
C 1.024 -0.378 -3.926
C 0.650 -1.518 -4.618
C 0.404 -2.681 -3.910
C 0.493 -2.645 -2.527
N 0.832 -1.550 -1.850
H 3.369 1.241 3.212
H 3.075 2.655 2.239
H 3.822 0.779 -3.286
H 4.848 2.769 -4.343
H 3.819 4.996 -4.031
H 1.777 5.230 -2.656
H 0.767 3.220 -1.582
H 1.229 0.553 -4.435
H 0.552 -1.496 -5.696
H 0.123 -3.599 -4.407
H 0.266 -3.519 -1.932
N -3.339 -1.027 -0.647
C -2.647 0.140 -0.885
N -3.216 1.236 -1.346
N -2.208 2.127 -1.411
N -1.106 1.599 -1.017
N -1.340 0.303 -0.666
C -2.688 -2.243 -0.588
N -3.245 -3.381 -0.952
N -2.279 -4.300 -0.744
N -1.207 -3.740 -0.308
N -1.429 -2.404 -0.180
H -4.273 -1.058 -1.021
I 0.345 -3.527 2.551
C -0.999 -2.443 3.740
C -1.540 -3.105 4.806
C -2.382 -2.419 5.702
C -2.616 -1.088 5.521
C -2.053 -0.388 4.426
C -2.267 1.004 4.294
C -1.702 1.685 3.260
C -0.958 0.987 2.281
C -0.741 -0.376 2.314
C -1.254 -1.070 3.459
H -1.316 -4.150 4.968
H -2.817 -2.950 6.539
H -3.235 -0.537 6.221
H -2.877 1.507 5.036
H -1.846 2.755 3.159
H -0.573 1.577 1.455
*
```

frontier orbital gap (alpha / beta): 6.888 / 6.902 eV
energy relative to the best compared isomer or geometry (same formula, charge and spin): 10.6 kcal per mole
E: -3220.80870 Ha

These are the Löwdin partial charges, in e, on atoms 1 to 4: Ti 0.7540; N 0.0769; C -0.8728; S 0.5212

=====

This record from OMol25 describes an isolated molecule of C5H8O2. The level of theory is ωB97M-V/def2-TZVPD.

ORCA input file:
```
! RIJCOSX wB97M-V def2-TZVPD def2/J DEFGRID3
* xyz 0 1
O -1.321 1.361 0.691
C -1.753 0.019 0.651
C -1.021 -0.779 -0.408
O 0.270 -0.997 0.106
C 1.434 -0.776 -0.640
C 1.975 0.480 -0.161
C 2.031 1.575 0.344
H -0.408 1.369 0.966
H -2.826 -0.049 0.438
H -1.596 -0.480 1.623
H -1.016 -0.269 -1.389
H -1.488 -1.764 -0.500
H 1.323 -0.668 -1.732
H 2.076 -1.605 -0.364
H 2.321 2.584 0.376
*
```

frontier orbital gap: 10.715 eV
energy relative to the best compared isomer or geometry (same formula, charge and spin): 78.4 kcal per mole
E: -345.68003 Ha

These are the Löwdin partial charges, in e, on atoms 1 to 4: O -0.0509; C -0.2451; C -0.1975; O -0.1471

=====

This record from OMol25 describes a cluster of 11 separate species, C4H33N3O10 in total. The level of theory is ωB97M-V/def2-TZVPD.

ORCA input file:
```
! RIJCOSX wB97M-V def2-TZVPD def2/J DEFGRID3
* xyz 0 1
C 0.646 -0.307 -0.315
N -0.270 -1.073 0.525
C -0.258 -2.545 0.352
N -1.197 -3.129 -0.579
C 2.111 -0.811 -0.394
C 2.404 -1.209 -1.835
N 3.041 0.241 0.047
H 0.495 0.740 -0.069
H 0.198 -0.378 -1.315
H -0.340 -0.841 1.503
H -0.629 -2.906 1.313
H 0.686 -3.010 0.063
H -2.164 -3.203 -0.340
H -1.069 -2.957 -1.565
H 2.184 -1.705 0.221
H 3.191 -1.966 -1.913
H 1.551 -1.739 -2.262
H 2.657 -0.384 -2.486
H 3.132 0.926 -0.692
H 3.926 -0.167 0.311
H -0.782 -1.482 -4.304
H 0.590 -1.600 -3.606
O -0.235 -2.061 -3.766
H -4.313 0.676 1.319
H -2.924 0.835 1.719
O -3.762 0.550 2.098
H 0.845 1.979 3.041
H 1.251 3.355 3.153
O 0.681 2.728 3.628
H -0.537 1.823 -3.240
H 0.522 2.805 -3.443
O 0.316 1.891 -3.691
H 0.293 3.056 -0.043
H -0.123 2.343 -1.465
O 0.452 2.909 -0.957
H -0.470 -1.489 3.551
H -1.786 -1.870 3.167
O -0.951 -2.318 3.371
H 0.226 0.676 4.433
H -1.164 0.944 4.223
O -0.476 0.389 3.829
H -3.334 -1.453 -0.517
H -1.941 -0.790 0.003
O -2.932 -0.713 -0.066
H -2.628 1.912 -2.448
H -2.614 1.058 -1.068
O -2.111 1.474 -1.781
H 2.645 3.571 0.301
H 2.699 2.178 0.981
O 2.269 3.046 1.008
*
```

frontier orbital gap: 9.185 eV
energy relative to the best compared isomer or geometry (same formula, charge and spin): 63.8 kcal per mole
E: -1088.81803 Ha

These are the Löwdin partial charges, in e, on atoms 1 to 4: C -0.1656; N -0.0660; C -0.2680; N 0.0208